Below is a structure of composition C26H38Cl2N6ORbSb, with properties calculated with ωB97M-V/def2-TZVPD.

```
! wB97M-V def2-TZVPD RIJCOSX def2/J DEFGRID3
* xyz 0 1
Rb -0.36220 -0.07890 0.03080
C 2.51940 -1.25960 1.36890
C 2.94950 0.15790 1.56900
C 4.23610 0.45960 2.00730
C 4.59490 1.78550 2.18390
C 3.65380 2.76070 1.91220
C 2.39370 2.37020 1.48090
N 2.05300 1.10910 1.31830
Sb 0.98220 3.98630 1.15760
C 0.29130 3.64590 -0.86930
C 0.53900 4.66320 -1.77820
C 0.04430 4.53530 -3.06390
C -0.67150 3.39740 -3.38770
C -0.87470 2.42490 -2.41040
C -1.67720 1.19660 -2.71080
N -0.40180 2.56780 -1.17550
C -0.72390 3.22750 2.25680
C -1.50030 4.18070 2.89780
C -2.54540 3.75510 3.69650
C -2.76080 2.39420 3.83700
C -1.92460 1.50440 3.16450
C -2.07290 0.02250 3.29850
N -0.93360 1.93400 2.38450
H 3.34180 -1.93990 1.57620
H 2.18510 -1.39860 0.33980
H 1.68670 -1.49530 2.03530
H 4.94600 -0.32730 2.21490
H 5.58470 2.04960 2.52900
H 3.88110 3.81120 2.03690
H 1.09410 5.54200 -1.47670
H 0.20470 5.31290 -3.79790
H -1.07650 3.26830 -4.37970
H -1.49600 0.85900 -3.73020
H -2.74170 1.41930 -2.61340
H -1.43730 0.39580 -2.01170
H -1.26880 5.22980 2.77860
H -3.16180 4.47570 4.21480
H -3.55980 2.02730 4.46520
H -2.65950 -0.25030 4.17400
H -1.08330 -0.42740 3.36860
H -2.56370 -0.38340 2.41310
N -2.92130 -3.30720 1.13320
C -2.86140 -2.31140 0.06190
O -1.65070 -2.04600 -0.36130
C -4.07180 -2.35440 -0.84410
C -3.93180 -1.20170 0.13410
H -2.13010 -3.16580 1.75300
H -3.77520 -3.21450 1.66930
H -4.83800 -3.08520 -0.64230
H -3.95470 -2.12390 -1.89230
H -4.63710 -1.15440 0.95640
H -3.70340 -0.23690 -0.31010
Cl 0.32430 -1.78600 -2.71800
C -0.87980 -3.02580 -2.92650
Cl -0.34210 -4.20020 -4.14110
H -1.79280 -2.56180 -3.29360
H -1.03000 -3.49190 -1.95360
C 3.21930 -0.40850 -5.00680
C 3.06660 0.93030 -4.26750
C 4.44000 1.48330 -3.88040
C 2.33540 1.93320 -5.16470
N 2.24380 0.82840 -3.05150
N 2.76180 0.06560 -1.97150
H 3.72480 -0.25940 -5.95700
H 2.24260 -0.84960 -5.19730
H 3.80310 -1.12170 -4.42780
H 5.01810 1.72530 -4.76840
H 4.99930 0.75290 -3.29910
H 4.30870 2.38060 -3.27990
H 2.93340 2.17760 -6.03870
H 2.13380 2.84360 -4.60630
H 1.38590 1.52140 -5.49890
H 1.35010 0.41690 -3.30750
H 3.52890 0.59160 -1.56060
H 3.13070 -0.83790 -2.28390
*
```

gap between HOMO and LUMO: 6.46 eV
HOMO level: -6.251 eV
ΔE to the lowest compared entry with this formula, charge and spin: 0.380 eV

---

Below is a structure of composition C4H9NO, with properties calculated with ωB97M-V/def2-TZVPD.

```
! wB97M-V def2-TZVPD RIJCOSX def2/J DEFGRID3
* xyz 0 1
C 2.39579 -0.49010 -0.01616
C 1.42831 0.58675 0.39423
C -0.22866 0.19165 -0.42865
O -0.05380 -0.37566 0.73165
N -1.52456 0.43047 -0.72855
C -2.60608 -0.17550 0.04096
H 2.24208 -0.76517 -1.06174
H 3.42379 -0.13011 0.11316
H 2.24993 -1.37698 0.60357
H 1.48944 0.83198 1.46013
H 1.56635 1.51531 -0.16823
H -1.72770 0.75709 -1.66008
H -2.54907 -1.27017 0.00067
H -2.54080 0.12362 1.08879
H -3.56501 0.14682 -0.36974
*
```

gap between HOMO and LUMO: 8.60 eV
HOMO level: -7.521 eV
ΔE to the lowest compared entry with this formula, charge and spin: 4.842 eV

---

Below is a structure of composition C30H43F5P2V, with properties calculated with ωB97M-V/def2-TZVPD.

```
! wB97M-V def2-TZVPD RIJCOSX def2/J DEFGRID3
* xyz 2 2
V 1.67451 -2.29843 1.14057
C -0.07569 3.07327 -1.74916
C -0.18093 2.05368 -2.72796
C -2.27663 2.40880 -1.83991
C -1.36262 3.25157 -1.16549
C -1.54244 1.65754 -2.79368
C 1.16317 3.73898 -1.28835
H 1.96149 3.65970 -2.03073
H 1.59457 3.30586 -0.30347
H 0.98233 4.78382 -1.02606
C -1.69835 4.16330 -0.05732
H -0.80848 4.66160 0.33642
H -2.16033 3.62364 0.77709
H -2.40794 4.93797 -0.37778
C -3.74008 2.36833 -1.63574
H -4.24530 3.02915 -2.35713
H -4.00056 2.70559 -0.62652
H -4.12998 1.35185 -1.77410
C -2.11583 0.67519 -3.73930
H -2.68040 1.17663 -4.54535
H -2.79683 -0.02360 -3.22797
H -1.32203 0.08454 -4.21595
C 0.91748 1.48084 -3.54789
H 0.67395 1.55136 -4.62211
H 1.07924 0.41244 -3.31788
H 1.86233 2.01493 -3.38620
C 2.65031 -2.50650 2.70273
C 3.31628 -1.56701 1.74542
C 4.45001 -2.07452 0.88505
C 3.96026 -2.73095 -0.42228
C 2.47666 -2.91566 -0.47787
C 1.75435 -3.96712 0.33411
C 2.47429 -4.74165 1.38793
C 2.99250 -3.96827 2.64880
H 5.11768 -2.74402 1.46133
H 4.50490 -3.67147 -0.54406
H 5.13826 -1.24131 0.62320
H 4.08509 -4.12477 2.74194
H 2.42556 -2.13260 3.69958
H 3.52345 -0.55616 2.09699
H 2.54699 -4.47044 3.53124
H 1.76959 -5.50933 1.74218
H 0.85780 -4.40900 -0.12826
H 3.32050 -5.30394 0.96103
H 4.32511 -2.09554 -1.24839
H 2.10288 -2.74576 -1.48781
P 1.94980 1.75807 0.10028
P -2.74893 -1.87059 -1.16528
C -0.30087 -1.60888 0.93707
C -1.46336 -2.33390 0.41389
H -1.46356 0.96197 1.00466
H -0.60973 -0.69747 1.51737
H -1.28757 -3.39910 0.18935
H -2.30644 -2.23628 1.13049
C -4.19459 -2.94884 -0.89430
H -4.91892 -2.69422 -1.68975
H -4.62278 -2.68928 0.09053
H -3.90137 -4.01057 -0.96743
C -1.89597 -2.88949 -2.44630
H -2.13056 -3.95156 -2.30178
H -0.81517 -2.71373 -2.40478
H -2.26418 -2.55237 -3.42408
C 2.79371 2.25857 1.61333
H 3.69808 2.81269 1.34336
H 3.05365 1.33709 2.15374
H 2.11480 2.83357 2.25687
C 3.47593 1.31358 -0.78094
H 3.26305 0.88794 -1.77262
H 4.02442 0.55953 -0.19682
H 4.08076 2.22248 -0.85306
F -4.09088 0.53909 1.03344
C -3.41464 1.36311 1.89203
C -2.02232 1.37801 1.84897
C -1.38248 1.89912 2.97520
F -0.05175 1.63605 3.16432
C -2.07740 2.63708 3.94085
F -1.42368 3.19960 4.97866
C -3.45837 2.80232 3.82754
F -4.13164 3.56369 4.71649
C -4.14467 2.09904 2.83273
F -5.48950 2.16117 2.78506
*
```

gap between HOMO and LUMO (alpha / beta): 5.26 / 5.15 eV
HOMO level (alpha / beta): -13.133 / -13.029 eV

---

Below is a structure of composition C3F9KNO7S3, with properties calculated with ωB97M-V/def2-TZVPD.

```
! wB97M-V def2-TZVPD RIJCOSX def2/J DEFGRID3
* xyz -1 1
K -9.02494 1.48142 4.49886
C -4.36407 1.96001 3.97972
F -4.79032 2.35879 5.16793
F -3.16646 2.45690 3.75214
F -4.24514 0.65671 4.02591
S -5.54462 2.51609 2.62268
O -5.74832 3.94223 2.77807
O -4.85858 2.11882 1.40127
O -6.70990 1.67672 2.90515
C -7.58983 -1.82617 6.14779
F -7.86330 -1.16517 7.27685
F -6.87977 -1.07126 5.33673
F -6.87602 -2.89980 6.51283
S -9.15007 -2.41531 5.29866
O -8.67238 -2.73157 3.97871
O -9.67696 -3.58703 5.97682
N -10.00546 -0.98901 5.38784
S -11.22198 -1.33785 6.31113
O -12.12766 -2.26540 5.67583
O -10.88251 -1.52335 7.70270
C -12.16790 0.30891 6.18574
F -12.51341 0.47150 4.91282
F -13.27195 0.30266 6.93611
F -11.42088 1.33927 6.63368
*
```

gap between HOMO and LUMO: 8.51 eV
HOMO level: -6.911 eV